(1)
Density functional theory data (ωB97M-V/def2-TZVPD) for a molecular structure, C62H57BKN15O3S2Se in a non-equilibrium geometry.

Last column: Löwdin charge in e.
Cartesian coordinates (Å):
1 K -0.71156 -0.81756 -0.19917  0.56
2 C -3.57484 3.84567 2.72245  -0.09
3 C -2.85073 2.74203 3.18621  -0.19
4 N -2.61197 1.88479 2.20922  0.06
5 N -3.17104 2.40069 1.10981  -0.04
6 C -3.75119 3.57792 1.38119  -0.11
7 B -3.11100 1.64026 -0.22669  -0.59
8 N -3.17162 2.64789 -1.39624  -0.04
9 C -4.25592 3.14244 -2.01792  -0.12
10 C -3.82768 3.99958 -3.00966  -0.10
11 C -2.43099 3.94933 -2.90887  -0.19
12 N -2.05313 3.13656 -1.94087  0.07
13 N -4.35284 0.72508 -0.36297  -0.04
14 C -5.59949 0.90149 0.09243  -0.13
15 C -6.38764 -0.11607 -0.40011  -0.10
16 C -5.49188 -0.89218 -1.14219  -0.18
17 N -4.27556 -0.37797 -1.10836  0.10
18 H -3.90260 4.70709 3.27073  0.07
19 H -2.48368 2.53931 4.17614  0.09
20 H -4.22530 4.14661 0.60568  0.11
21 H -2.13083 0.98437 -0.29306  0.05
22 H -5.24197 2.83271 -1.74155  0.10
23 H -4.42878 4.54485 -3.71305  0.07
24 H -1.68920 4.44408 -3.50770  0.09
25 H -5.84223 1.73012 0.73160  0.11
26 H -7.43715 -0.27217 -0.23747  0.07
27 H -5.67046 -1.80149 -1.68820  0.09
28 O -2.05054 -1.34324 1.57135  -0.65
29 S -1.97281 -0.99273 3.01092  0.98
30 C -1.30355 -2.42381 3.85916  -0.38
31 C -0.64233 -2.22320 5.06057  -0.12
32 C -0.06872 -3.30724 5.70464  -0.09
33 C -0.13667 -4.56786 5.12551  -0.08
34 C -0.77459 -4.74663 3.90927  -0.08
35 C -1.36838 -3.67078 3.26944  -0.10
36 C -3.66073 -1.18168 3.62973  -0.33
37 C -4.67390 -1.33396 2.70561  -0.05
38 C -5.97973 -1.47362 3.15597  -0.07
39 C -6.26177 -1.44237 4.50939  -0.10
40 C -5.23478 -1.26561 5.42741  -0.10
41 C -3.93144 -1.13461 4.98774  -0.08
42 H -0.54545 -1.22650 5.46662  0.11
43 H 0.47209 -3.16193 6.62818  0.10
44 H 0.35320 -5.40431 5.60414  0.10
45 H -0.77169 -5.71116 3.42308  0.10
46 H -1.82157 -3.78120 2.29989  0.07
47 H -4.43298 -1.35740 1.65801  0.10
48 H -6.77371 -1.59506 2.43362  0.10
49 H -7.28072 -1.55172 4.85415  0.09
50 H -5.45000 -1.23857 6.48713  0.09
51 H -3.12804 -1.00977 5.69989  0.10
52 O 6.96886 -2.96049 3.74223  -0.04
53 C 6.25486 -2.49690 4.86013  -0.28
54 N 5.18458 -1.62132 4.51701  0.08
55 C 3.91997 -2.12873 4.31790  -0.44
56 O 3.66035 -3.29602 4.53564  0.07
57 C 2.91374 -1.13164 3.86336  -0.12
58 C 2.93142 0.18927 4.32077  -0.03
59 C 1.93534 1.05368 3.90482  -0.04
60 C 0.96174 0.55792 3.04528  -0.16
61 N 0.95351 -0.68860 2.59893  0.08
62 C 1.89832 -1.51801 2.99622  -0.06
63 H 6.34991 -3.46029 3.18241  0.07
64 H 6.98348 -1.95887 5.47375  0.12
65 H 5.81882 -3.32637 5.43324  0.13
66 H 5.42152 -0.78204 4.01063  0.14
67 H 3.69400 0.51940 5.01679  0.11
68 H 1.90077 2.08164 4.23052  0.10
69 H 0.14593 1.18069 2.71666  0.04
70 H 1.85239 -2.52485 2.60765  0.12
71 C 4.90962 -5.09903 1.47903  -0.05
72 C 3.80261 -5.26988 0.46980  -0.39
73 C 4.03198 -5.89386 -0.75529  -0.07
74 C 2.93629 -5.95438 -1.60492  -0.18
75 N 1.74634 -5.50254 -1.29130  0.03
76 C 1.60442 -4.94112 -0.07110  -0.88
77 S 0.06305 -4.38951 0.40439  0.56
78 N 2.62734 -4.79242 0.80177  0.08
79 H 5.18502 -6.06318 1.90834  0.08
80 H 4.56776 -4.45271 2.28195  0.05
81 H 5.79758 -4.68605 1.00384  0.07
82 H 5.00660 -6.26824 -1.03936  0.09
83 H 3.03193 -6.38525 -2.59989  0.09
84 C -2.74545 -3.76280 -3.18854  -0.05
85 C -1.74787 -3.07204 -2.50677  -0.13
86 N -1.50075 -1.78312 -2.71663  0.05
87 C -2.21087 -1.14321 -3.62883  -0.10
88 C -3.18035 -1.75931 -4.42770  -0.22
89 C -3.46795 -3.09330 -4.15495  -0.04
90 C -3.95242 -1.04903 -5.44965  -0.04
91 C -3.60345 -0.11440 -6.35062  -0.04
92 C -2.30454 0.43659 -6.75100  -0.26
93 C -1.05645 -0.14364 -6.51310  0.01
94 C 0.05193 0.51698 -6.99729  -0.12
95 N -0.03870 1.65683 -7.69260  0.07
96 C -1.26968 2.10577 -7.89099  -0.24
97 N -2.39806 1.56932 -7.47516  0.11
98 H -2.93747 -4.79944 -2.95562  0.10
99 H -1.14183 -3.56717 -1.76147  0.02
100 H -2.02036 -0.08291 -3.71274  0.13
101 H -4.25160 -3.59695 -4.71260  0.11
102 H -5.00432 -1.33204 -5.46721  0.11
103 H -4.40411 0.32479 -6.93411  0.10
104 H -0.94179 -1.06791 -5.97047  0.11
105 H 1.04585 0.13157 -6.80743  0.11
106 H -1.36349 3.02009 -8.46721  0.10
107 C 0.13369 6.48502 0.35222  -0.04
108 N 1.39024 5.82679 0.12500  -0.09
109 C 1.58387 4.47101 0.21670  -0.76
110 Se 0.39929 3.20788 0.65766  0.78
111 N 2.87721 4.24858 -0.17193  0.12
112 C 3.50147 5.42539 -0.49209  -0.18
113 C 4.77779 5.72045 -0.92613  -0.02
114 C 5.08352 7.05879 -1.14908  -0.11
115 C 4.14359 8.06093 -0.94353  -0.12
116 C 2.85563 7.76610 -0.50898  -0.02
117 C 2.54772 6.43718 -0.29236  -0.17
118 H -0.63314 5.71382 0.43041  0.04
119 H -0.08963 7.14291 -0.48778  0.09
120 H 0.15818 7.06390 1.27697  0.09
121 H 3.22922 3.30721 -0.27518  0.16
122 H 5.50499 4.94362 -1.09365  0.11
123 H 6.07278 7.32126 -1.49323  0.09
124 H 4.41563 9.09003 -1.12659  0.09
125 H 2.12353 8.54127 -0.35384  0.10
126 C 5.22692 -1.76618 -2.10152  -0.12
127 C 4.33083 -2.08513 -1.06079  -0.10
128 C 3.14992 -1.40858 -0.95114  -0.05
129 C 2.77483 -0.37638 -1.84995  -0.23
130 C 1.51852 0.29224 -1.66596  -0.13
131 C 1.27054 1.26741 -2.61666  -0.20
132 C 2.15688 1.60512 -3.65913  -0.14
133 C 3.34985 0.95208 -3.80743  -0.10
134 C 3.68981 -0.06998 -2.89369  -0.21
135 C 4.90857 -0.78353 -2.99573  -0.08
136 H 6.15615 -2.31576 -2.19865  0.08
137 H 4.57205 -2.87901 -0.36557  0.07
138 H 2.44673 -1.66259 -0.16711  0.08
139 H 0.35354 1.84686 -2.55404  0.04
140 H 1.89443 2.39668 -4.35154  0.08
141 H 4.03997 1.20703 -4.60304  0.08
142 H 5.58868 -0.53786 -3.80389  0.09

Properties
HOMO-LUMO gap = 4.967 eV
Charge = -2
DFT total energy = -197734.6824 eV
Highest occupied orbital energy = -0.0493 Ha
E_LUMO = 0.1333 hartree


(2)
Density functional theory data (ωB97M-V/def2-TZVPD) for 2 unconnected molecules or ions with the total composition C2H3PS2 in a non-equilibrium geometry.

Last column: Löwdin charge in e.
Cartesian coordinates (Å):
1 C 1.27369 -0.36327 -0.61544  -0.08
2 C 1.57216 0.00269 0.47583  -0.05
3 P -1.42794 0.23483 0.05007  -0.16
4 S -1.91521 -1.26707 -1.18365  0.11
5 S -1.30133 0.20733 1.95137  0.16
6 H 1.13673 -0.64187 -1.62871  0.03
7 H 2.12065 0.18934 1.32716  0.02
8 H -1.45875 1.63803 -0.37664  -0.03

Properties
HOMO-LUMO gap = 8.109 eV
DFT total energy = -33079.2143 eV
Highest occupied orbital energy = -0.3490 Ha
E_LUMO = -0.0510 hartree


(3)
Density functional theory data (ωB97M-V/def2-TZVPD) for a molecular structure, C17H16F6N9O7S3Zr.

Last column: Löwdin charge in e.
Cartesian coordinates (Å):
1 Zr -0.20297 -0.16501 -0.52078  1.98
2 S 2.04394 3.56656 5.85837  1.16
3 N 2.75461 2.37401 5.04962  -0.18
4 C 1.96485 2.08633 4.02458  -0.30
5 C 2.21147 1.05924 3.03160  -0.05
6 C 3.33064 0.21602 3.03948  0.08
7 C 3.46100 -0.73780 2.05449  0.03
8 C 2.47649 -0.83957 1.07640  -0.06
9 N 1.40518 -0.04396 1.05789  -0.03
10 C 1.26777 0.90533 2.02012  -0.13
11 C 0.07443 1.74007 1.95677  -0.13
12 N -0.77996 1.51878 0.92510  -0.03
13 C -1.92671 2.20782 0.88755  -0.10
14 C -2.26044 3.17293 1.82797  0.02
15 C -1.37399 3.43865 2.85181  0.08
16 C -0.18527 2.70482 2.93077  -0.05
17 C 0.80031 2.87900 3.97820  -0.30
18 N 0.72553 3.76426 4.96267  -0.18
19 H 4.07217 0.32861 3.82094  0.15
20 H 4.30895 -1.40731 2.02985  0.14
21 H 2.54982 -1.58093 0.29070  0.12
22 H -2.62106 1.97032 0.08824  0.12
23 H -3.20057 3.69976 1.74537  0.14
24 H -1.58316 4.19221 3.60137  0.15
25 C 3.63130 1.20610 -3.14049  0.07
26 O 2.25882 1.65182 -3.42329  0.08
27 C 1.32491 1.39091 -2.59207  -0.52
28 O 1.46744 0.74275 -1.51241  -0.09
29 N 0.11855 1.86865 -2.92671  0.10
30 N -0.96239 1.57060 -2.07455  0.02
31 H 4.20779 1.57276 -3.98051  0.12
32 H 3.64475 0.12116 -3.09694  0.10
33 H 3.96156 1.65542 -2.20897  0.11
34 H -0.02414 2.39787 -3.77848  0.20
35 H -1.71292 1.17164 -2.64211  0.11
36 H -1.29896 2.44561 -1.67366  0.13
37 F 0.09764 -3.01359 -4.71587  0.23
38 C 0.75063 -3.15397 -3.59652  -0.68
39 F 1.89119 -2.48946 -3.61541  0.19
40 F 0.93103 -4.40619 -3.27188  0.23
41 S -0.29230 -2.37347 -2.23107  0.71
42 O -0.50632 -0.93989 -2.60628  -0.41
43 O 0.56075 -2.28308 -1.01299  -0.37
44 N -1.57678 -3.11775 -1.91967  -0.29
45 S -2.99634 -2.86278 -2.72593  0.67
46 O -3.96705 -3.66627 -2.09086  -0.19
47 O -2.76840 -2.78367 -4.12082  -0.20
48 C -3.47566 -1.09022 -2.23931  -0.60
49 F -3.22677 -0.23276 -3.21917  0.15
50 F -4.72755 -1.04251 -1.90352  0.22
51 F -2.74783 -0.61989 -1.13519  0.00
52 N -1.87139 -3.44261 1.05921  0.27
53 C -1.58558 -2.27668 1.59409  -0.51
54 N -1.65840 -2.06802 2.90137  0.25
55 O -1.23355 -1.28346 0.83411  -0.22
56 H -2.20020 -4.21589 1.61847  0.16
57 H -1.82979 -3.55902 0.05237  0.09
58 H -1.97611 -2.78259 3.53887  0.15
59 H -1.52096 -1.14164 3.26707  0.13

Properties
HOMO-LUMO gap = 7.292 eV
Charge = +3
DFT total energy = -95702.6287 eV
Highest occupied orbital energy = -0.6371 Ha
E_LUMO = -0.3691 hartree